Entry 1:
The following is a quantum chemistry calculation of a structure of composition C45H54ClCrGeN3OPSi in a non-equilibrium geometry, from the OMol25 dataset.

Spin multiplicity = 5
Total charge = +1
Kohn-Sham gap (alpha / beta) = 6.77 / 7.05 eV
Expectation value of S² = 6.01
Energy above the lowest of the compared OMol25 structures with the same formula, charge and spin = 8.7 kcal per mole
LUMO (alpha / beta) = -3.28 / -3.27 eV
F_max = 1.0 eV Å⁻¹

Structure (XYZ):
```
108
C45H54ClCrGeN3OPSi ωB97M-V/def2-TZVPD
Cr -0.13 0.14 0.30
Cl 6.44 -1.21 -2.57
C 5.01 -0.63 -1.78
C 5.01 0.65 -1.21
C 3.88 1.13 -0.60
C 2.69 0.37 -0.52
O 1.64 0.91 0.02
C 2.72 -0.94 -1.07
C 1.61 -1.84 -1.05
N 0.47 -1.65 -0.48
C -0.52 -2.67 -0.47
C -0.30 -4.01 -0.57
C -1.39 -4.92 -0.61
C -2.68 -4.47 -0.55
C -2.94 -3.08 -0.41
C -4.23 -2.52 -0.35
C -4.38 -1.17 -0.21
C -3.24 -0.37 -0.06
N -2.02 -0.86 -0.08
C -1.85 -2.20 -0.31
C 3.89 -1.41 -1.70
H 5.90 1.26 -1.27
H 3.86 2.13 -0.18
H 1.77 -2.79 -1.57
H 0.71 -4.39 -0.63
H -1.19 -5.98 -0.70
H -3.50 -5.16 -0.61
H -5.10 -3.17 -0.43
H -5.36 -0.72 -0.18
H -3.32 0.70 0.10
H 3.90 -2.40 -2.14
N -0.44 2.22 0.94
C -1.07 3.32 0.20
C -1.43 4.45 0.91
C -2.00 5.53 0.26
C -2.20 5.48 -1.11
C -1.84 4.34 -1.81
C -1.27 3.24 -1.18
P -0.84 1.70 -2.12
C 0.80 2.09 -2.82
C 1.44 3.32 -2.70
C 2.70 3.51 -3.28
C 3.31 2.48 -3.97
C 2.68 1.25 -4.09
C 1.44 1.05 -3.51
C -1.96 1.90 -3.56
C -3.28 1.49 -3.40
C -4.19 1.63 -4.44
C -3.77 2.17 -5.65
C -2.45 2.56 -5.82
C -1.55 2.43 -4.78
H 0.56 2.40 0.98
H -0.77 2.27 1.90
H -1.25 4.49 1.98
H -2.28 6.42 0.82
H -2.64 6.32 -1.63
H -2.01 4.31 -2.88
H 0.97 4.13 -2.17
H 3.19 4.47 -3.18
H 4.28 2.64 -4.42
H 3.16 0.44 -4.63
H 0.94 0.09 -3.60
H -3.60 1.06 -2.46
H -5.21 1.32 -4.31
H -4.48 2.27 -6.47
H -2.12 2.98 -6.76
H -0.52 2.74 -4.91
C -1.60 -2.47 3.53
Si -0.93 -0.72 3.69
C -2.36 0.39 3.14
C -0.69 -0.20 5.49
H -1.91 -2.87 4.49
H -0.86 -3.16 3.11
H -2.47 -2.49 2.87
H -2.99 0.46 4.03
H -2.95 -0.13 2.39
H -2.21 1.42 2.82
H -1.46 -0.65 6.11
H -0.79 0.89 5.56
H 0.29 -0.47 5.89
C 4.66 -1.27 6.69
C 3.27 -1.31 6.08
C 3.19 -2.26 4.88
C 1.82 -2.29 4.21
Ge 1.37 -0.76 3.03
C 2.25 0.94 3.46
C 3.76 0.93 3.22
C 4.40 2.31 3.40
C 4.32 2.84 4.82
H 4.70 -0.58 7.54
H 5.40 -0.95 5.96
H 4.96 -2.26 7.05
H 2.98 -0.31 5.77
H 2.54 -1.63 6.83
H 3.45 -3.27 5.22
H 3.96 -1.98 4.15
H 1.03 -2.38 4.97
H 1.72 -3.17 3.58
H 1.83 -1.16 1.63
H 2.00 1.19 4.49
H 1.78 1.71 2.84
H 3.96 0.57 2.21
H 4.24 0.23 3.91
H 3.93 3.02 2.71
H 5.45 2.24 3.10
H 3.29 3.00 5.14
H 4.85 3.78 4.92
H 4.78 2.13 5.52
```

Atomic partial charges in e from the Löwdin method, atoms 1 to 4: 0.604, 0.678, -0.670, -0.072

***

Entry 2:
The following is a quantum chemistry calculation of a structure of composition C45H54N4O7P2S4Ti in a non-equilibrium geometry, from the OMol25 dataset.

Total charge = +2
Kohn-Sham gap = 5.27 eV
Energy above the lowest of the compared OMol25 structures with the same formula, charge and spin = 13.0 kcal per mole
LUMO = -6.02 eV
F_max = 1.4 eV Å⁻¹

Structure (XYZ):
```
117
C45H54N4O7P2S4Ti ωB97M-V/def2-TZVPD
Ti 0.29 -0.01 0.41
C 4.63 -3.24 1.54
C 4.68 -2.26 2.53
C 3.62 -1.39 2.70
C 2.51 -1.50 1.88
C 2.45 -2.46 0.88
C 3.51 -3.34 0.72
N 1.42 -0.55 2.01
N 1.27 -0.01 3.11
C 0.31 1.03 3.07
C 0.06 1.72 4.25
C -0.79 2.81 4.20
C -1.36 3.19 2.99
C -1.11 2.47 1.83
C -0.28 1.36 1.84
H 5.45 -3.94 1.42
H 5.55 -2.18 3.16
H 3.65 -0.63 3.46
H 1.58 -2.56 0.24
H 3.46 -4.11 -0.04
H 0.53 1.40 5.17
H -1.00 3.37 5.10
H -2.01 4.06 2.96
H -1.58 2.80 0.91
C -4.43 1.29 0.64
C -3.90 0.22 -0.27
C -4.19 -1.17 0.22
O -2.41 0.39 -0.36
P -1.69 1.21 -1.47
O -0.28 1.45 -0.99
C -1.63 0.16 -2.94
P -0.22 -0.95 -2.69
O -0.11 -1.24 -1.21
O -0.31 -2.21 -3.58
C -1.54 -2.95 -3.97
C -1.08 -4.04 -4.90
C -2.24 -3.46 -2.73
O 1.05 -0.19 -3.17
C 1.47 -0.15 -4.60
C 2.56 -1.17 -4.81
C 1.90 1.27 -4.87
O -2.59 2.45 -1.71
C -2.35 3.69 -2.49
C -0.90 4.10 -2.44
C -2.90 3.50 -3.88
H -5.49 1.09 0.85
H -4.35 2.29 0.21
H -3.89 1.27 1.59
H -4.28 0.35 -1.29
H -3.85 -1.31 1.25
H -3.70 -1.93 -0.39
H -5.27 -1.32 0.18
H -1.47 0.76 -3.84
H -2.57 -0.38 -3.02
H -2.17 -2.24 -4.51
H -0.51 -4.80 -4.36
H -0.46 -3.64 -5.70
H -1.95 -4.52 -5.35
H -1.65 -4.24 -2.25
H -3.21 -3.88 -3.02
H -2.42 -2.67 -2.00
H 0.60 -0.40 -5.21
H 3.45 -0.89 -4.23
H 2.83 -1.20 -5.86
H 2.23 -2.16 -4.50
H 2.75 1.54 -4.24
H 1.09 1.98 -4.69
H 2.20 1.36 -5.92
H -2.96 4.42 -1.95
H -0.27 3.42 -3.02
H -0.52 4.13 -1.42
H -0.81 5.10 -2.88
H -2.30 2.79 -4.46
H -2.86 4.46 -4.41
H -3.93 3.16 -3.86
O 2.05 0.48 -0.19
S 2.57 1.80 -0.84
C 4.04 1.24 -1.65
C 4.72 2.17 -2.43
C 5.85 1.75 -3.12
C 6.27 0.43 -3.03
C 5.58 -0.48 -2.24
C 4.44 -0.08 -1.54
C 3.23 2.65 0.55
C 2.75 3.93 0.80
C 3.21 4.61 1.92
C 4.12 3.99 2.77
C 4.58 2.70 2.51
C 4.14 2.02 1.39
H 4.39 3.20 -2.48
H 6.40 2.46 -3.73
H 7.16 0.11 -3.57
H 5.92 -1.50 -2.17
H 3.89 -0.78 -0.93
H 2.05 4.40 0.12
H 2.85 5.60 2.14
H 4.47 4.52 3.65
H 5.29 2.24 3.18
H 4.49 1.02 1.17
S -1.25 -2.56 7.05
C -1.47 -2.43 5.43
S -0.16 -2.15 4.30
C -1.30 -2.06 2.99
N -2.52 -2.24 3.35
N -2.62 -2.45 4.69
C -3.93 -2.73 5.20
C -4.14 -3.79 6.06
C -5.42 -4.06 6.51
C -6.49 -3.27 6.09
C -6.27 -2.22 5.22
C -4.99 -1.94 4.77
S -0.95 -1.91 1.28
H -3.31 -4.41 6.38
H -5.59 -4.89 7.18
H -7.49 -3.49 6.44
H -7.10 -1.61 4.89
H -4.80 -1.12 4.09
```

Atomic partial charges in e from the Löwdin method, atoms 1 to 4: 0.897, -0.052, -0.047, -0.016

***

Entry 3:
The following is a quantum chemistry calculation of a cluster of 3 separate species, C45H55BrClF10IN4O10S2 in total in a non-equilibrium geometry, from the OMol25 dataset.

Total charge = 0
Kohn-Sham gap = 7.81 eV
LUMO = -0.66 eV
F_max = 1.4 eV Å⁻¹

Structure (XYZ):
```
129
C45H55BrClF10IN4O10S2 ωB97M-V/def2-TZVPD
C 7.82 -3.78 -0.69
C 7.60 -2.35 -0.20
C 7.24 -1.46 -1.39
C 6.77 -0.08 -0.95
O 6.67 0.86 -2.04
C 5.39 1.07 -2.49
C 4.54 1.86 -1.71
C 5.06 2.50 -0.44
O 5.47 3.85 -0.65
C 4.73 4.82 -0.03
C 4.46 4.80 1.33
C 3.70 5.81 1.92
C 3.22 6.87 1.15
C 3.50 6.89 -0.21
C 4.25 5.88 -0.79
C 3.22 2.06 -2.11
S 2.03 3.04 -1.24
C 2.78 1.48 -3.31
C 3.64 0.71 -4.08
C 4.97 0.50 -3.70
C 5.88 -0.30 -4.61
F 5.39 -1.56 -4.77
F 7.12 -0.45 -4.12
C 6.11 0.34 -6.03
F 5.64 -0.46 -7.00
F 5.52 1.54 -6.12
S 2.94 0.02 -5.56
C 1.33 -0.37 -4.95
C 0.68 -1.54 -5.34
C 1.38 -2.50 -6.27
N 1.43 -1.92 -7.62
C -0.62 -1.73 -4.84
Cl -1.41 -3.21 -5.29
C -1.25 -0.82 -3.98
C -2.66 -1.14 -3.55
O -3.48 -1.45 -4.34
C -3.15 -1.10 -2.06
F -4.28 -1.81 -2.00
F -3.46 0.17 -1.71
C -2.19 -1.73 -1.02
F -2.34 -3.07 -1.09
F -0.90 -1.45 -1.27
C -2.48 -1.28 0.44
F -3.79 -1.10 0.63
F -1.84 -0.11 0.65
C -2.01 -2.34 1.48
O -2.79 -3.08 1.93
O -0.69 -2.32 1.78
C -0.55 0.34 -3.59
C -1.11 1.40 -2.69
C -2.13 2.38 -3.29
O -2.51 3.28 -2.66
I -2.78 2.11 -5.33
C 0.74 0.55 -4.09
N 1.44 1.73 -3.72
Br 1.32 3.05 -5.08
H 7.84 -4.50 0.13
H 8.74 -3.86 -1.26
H 7.02 -4.06 -1.37
H 8.55 -2.00 0.20
H 6.83 -2.33 0.55
H 8.10 -1.34 -2.04
H 6.48 -1.96 -1.98
H 7.50 0.32 -0.25
H 5.81 -0.19 -0.46
H 5.92 1.95 -0.08
H 4.29 2.42 0.32
H 4.83 3.98 1.93
H 3.49 5.81 2.97
H 2.65 7.65 1.63
H 3.13 7.71 -0.80
H 4.44 5.92 -1.86
H 2.31 2.66 0.01
H 7.18 0.46 -6.19
H 0.90 -3.46 -6.28
H 2.40 -2.59 -5.90
H 2.34 -1.52 -7.81
H 1.19 -2.59 -8.33
H -0.59 -1.87 2.63
H -0.32 2.06 -2.36
H -1.53 1.00 -1.79
C -7.44 -7.41 6.52
O -7.11 -6.04 6.60
C -5.72 -5.79 6.77
C -5.14 -5.11 5.54
N -5.10 -6.01 4.40
C -4.75 -5.37 3.14
C -5.73 -4.34 2.57
O -6.97 -4.90 2.17
C -7.95 -5.00 3.17
H -8.53 -7.48 6.51
H -7.05 -7.87 5.61
H -7.07 -7.96 7.39
H -5.17 -6.71 6.98
H -5.61 -5.12 7.63
H -4.12 -4.78 5.77
H -5.75 -4.21 5.35
H -6.01 -6.45 4.30
H -4.64 -6.16 2.39
H -3.77 -4.90 3.24
H -5.28 -3.93 1.67
H -5.89 -3.50 3.25
H -7.86 -4.20 3.91
H -7.92 -5.97 3.68
H -8.93 -4.92 2.69
C -3.89 2.45 1.05
O -4.28 3.40 2.03
C -4.09 2.95 3.37
C -2.98 3.73 4.04
N -1.68 3.38 3.47
C -0.58 4.23 3.92
C -0.60 5.70 3.51
O -0.44 5.91 2.13
C -1.63 5.89 1.36
H -4.18 2.85 0.08
H -2.81 2.30 1.06
H -4.40 1.50 1.20
H -3.88 1.88 3.40
H -5.02 3.12 3.91
H -2.97 3.49 5.11
H -3.21 4.80 3.94
H -1.74 3.44 2.46
H 0.34 3.80 3.52
H -0.51 4.17 5.01
H 0.26 6.18 3.99
H -1.49 6.22 3.88
H -2.49 6.25 1.93
H -1.84 4.89 0.97
H -1.48 6.55 0.50
```

Atomic partial charges in e from the Löwdin method, atoms 1 to 4: -0.109, -0.253, -0.201, -0.178

***

Entry 4:
The following is a quantum chemistry calculation of a structure of composition C45H55MgNO3PS2Te in a non-equilibrium geometry, from the OMol25 dataset.

Spin multiplicity = 2
Total charge = -2
Kohn-Sham gap (alpha / beta) = 6.31 / 6.16 eV
Expectation value of S² = 0.76
Energy above the lowest of the compared OMol25 structures with the same formula, charge and spin = 12.4 kcal per mole
LUMO (alpha / beta) = 3.88 / 3.70 eV
F_max = 1.5 eV Å⁻¹

Structure (XYZ):
```
109
C45H55MgNO3PS2Te ωB97M-V/def2-TZVPD
Mg 0.04 0.59 0.07
C -0.01 -2.54 0.16
C -1.31 -2.76 -0.31
C -1.52 -1.93 -1.44
C -0.35 -1.20 -1.68
C 0.61 -1.58 -0.68
H 0.45 -3.03 1.01
H -2.05 -3.41 0.14
H -2.44 -1.87 -2.02
H -0.15 -0.58 -2.55
H 1.67 -1.37 -0.72
C -2.52 0.02 1.33
C -2.51 1.50 0.97
O -3.41 2.21 1.45
N -1.52 1.89 0.10
Te -1.75 4.04 -0.21
C -1.04 6.21 -0.64
C 0.19 6.73 -0.24
C 1.37 5.84 0.12
C 0.37 8.11 -0.16
C -0.65 9.00 -0.47
C -0.45 10.49 -0.35
C -1.87 8.47 -0.87
C -2.08 7.10 -0.96
C -3.45 6.61 -1.40
C -1.94 3.60 -2.28
C -3.16 3.07 -2.72
C -4.34 2.78 -1.82
C -3.32 2.77 -4.08
C -2.29 2.94 -4.99
C -2.47 2.59 -6.45
C -1.08 3.43 -4.53
C -0.88 3.77 -3.20
C 0.48 4.28 -2.79
H -3.43 -0.21 1.87
H -1.67 -0.22 1.98
H -2.46 -0.60 0.43
H 1.06 4.82 0.32
H 1.88 6.21 1.01
H 2.10 5.81 -0.70
H 1.34 8.50 0.16
H 0.53 10.73 0.06
H -1.21 10.93 0.30
H -0.53 10.98 -1.33
H -2.69 9.15 -1.11
H -4.08 7.45 -1.72
H -3.96 6.10 -0.58
H -3.37 5.90 -2.23
H -4.20 3.12 -0.79
H -4.50 1.70 -1.77
H -5.25 3.24 -2.22
H -4.27 2.37 -4.41
H -3.51 2.31 -6.66
H -1.83 1.75 -6.73
H -2.21 3.43 -7.09
H -0.25 3.55 -5.23
H 1.21 4.13 -3.58
H 0.83 3.76 -1.89
H 0.44 5.35 -2.55
C 4.36 4.09 -4.59
C 4.12 4.55 -3.29
C 3.41 3.78 -2.38
C 2.92 2.51 -2.73
C 3.16 2.08 -4.04
C 3.87 2.84 -4.95
C 2.08 1.66 -1.84
C 1.82 1.68 -0.52
C 2.59 2.50 0.46
C 1.96 3.19 1.49
C 2.68 3.92 2.43
C 4.07 3.95 2.38
C 4.72 3.22 1.40
C 4.00 2.51 0.45
H 4.91 4.70 -5.30
H 4.49 5.52 -2.99
H 3.22 4.17 -1.39
H 2.76 1.11 -4.34
H 4.04 2.47 -5.96
H 1.55 0.90 -2.43
H 0.88 3.14 1.58
H 2.16 4.43 3.23
H 4.63 4.49 3.14
H 5.81 3.20 1.37
H 4.52 1.94 -0.31
C 4.32 0.35 3.76
C 3.83 -0.94 4.39
C 3.58 -2.03 3.35
O 2.65 -0.80 5.24
P 1.40 0.25 5.05
S 1.82 1.99 5.85
S 0.71 0.11 3.20
O 0.40 -0.48 6.09
C 0.00 -1.85 6.23
C 0.88 -2.48 7.31
C 0.01 -2.68 4.96
H 5.29 0.18 3.29
H 4.42 1.14 4.51
H 3.62 0.70 3.00
H 4.59 -1.30 5.09
H 2.78 -1.72 2.68
H 3.29 -2.96 3.84
H 4.49 -2.20 2.77
H -1.02 -1.79 6.60
H 1.91 -2.53 6.94
H 0.53 -3.49 7.54
H 0.87 -1.87 8.21
H 1.02 -2.79 4.57
H -0.59 -2.21 4.18
H -0.39 -3.67 5.18
```

Atomic partial charges in e from the Löwdin method, atoms 1 to 4: 0.576, -0.170, -0.190, -0.192